Entry from OMol25: a molecular structure, C7H19AgClO6P at a distorted geometry (ωB97M-V/def2-TZVPD).

Last column: natural (NBO) charge in e.
CARTESIAN COORDINATES (ANGSTROEM)
Ag: -12.33 -9.35 -19.90  0.8155
Cl: -9.86 -6.48 -18.74  -0.8119
C: -9.86 -0.73 -17.70  -0.2545
O: -10.76 0.18 -18.28  -0.8050
P: -10.34 0.94 -19.67  2.5516
O: -9.24 1.91 -19.61  -1.0771
O: -11.74 1.46 -20.18  -0.8159
C: -11.88 2.12 -21.43  -0.2492
O: -9.99 -0.28 -20.73  -0.8143
C: -10.88 -1.40 -20.79  -0.2734
H: -8.83 -0.56 -18.02  0.1943
H: -10.22 -1.72 -17.96  0.1910
H: -9.81 -0.56 -16.62  0.1935
H: -10.94 2.50 -21.84  0.2027
H: -12.53 2.98 -21.23  0.1936
H: -12.38 1.45 -22.13  0.1834
H: -10.36 -2.36 -20.73  0.2044
H: -11.25 -1.37 -21.81  0.1791
H: -11.77 -1.37 -20.15  0.1941
C: -11.79 -8.66 -12.04  -0.2513
O: -10.47 -8.24 -12.31  -0.5461
C: -10.27 -7.50 -13.54  -0.0978
C: -8.78 -7.20 -13.50  -0.0762
O: -8.31 -6.45 -12.38  -0.5285
C: -8.83 -5.17 -12.22  -0.2453
H: -11.70 -9.49 -11.34  0.1865
H: -12.36 -9.10 -12.85  0.1627
H: -12.33 -7.87 -11.52  0.1689
H: -10.87 -6.59 -13.60  0.1704
H: -10.47 -8.08 -14.45  0.1783
H: -8.61 -6.71 -14.46  0.1706
H: -8.24 -8.14 -13.46  0.1975
H: -9.88 -5.27 -11.99  0.1597
H: -8.73 -4.57 -13.13  0.1573
H: -8.28 -4.59 -11.49  0.1916

Values from the calculation:
spin multiplicity	1
HOMO level	-0.3106	Eh
E	-45659.926	eV
energy relative to the best compared isomer or geometry (same formula, charge and spin)	4.220	eV
largest force on an atom	2.823	eV/Å

=====

Entry from OMol25: a molecular structure, C7H19BBr6Na4O at a distorted geometry (ωB97M-V/def2-TZVPD).

Last column: Mulliken spin population.
CARTESIAN COORDINATES (ANGSTROEM)
Na: 2.71 2.47 -1.91  0.0909
Na: 3.89 -1.02 0.13  0.0269
Na: 1.54 -0.72 -2.87  0.0670
Na: 3.58 2.08 1.97  0.6682
B: 3.89 -1.78 -2.39  0.0132
H: 3.06 -1.88 -1.70  0.0034
H: 3.98 -0.76 -2.74  0.0040
H: 4.76 -2.07 -1.83  0.0026
H: 3.70 -2.44 -3.22  0.0018
C: 0.80 0.62 0.35  -0.2503
O: 1.93 0.46 -0.52  0.2424
H: 1.21 0.47 1.35  0.0749
H: 0.35 1.59 0.15  0.0644
H: -0.03 -0.08 0.37  -0.0173
Br: -3.41 -1.59 1.91  0.0000
C: -2.66 -0.59 3.45  0.0003
C: -1.32 -1.25 3.75  -0.0027
Br: -0.62 -0.65 5.47  0.0000
H: -3.25 -0.81 4.33  -0.0002
H: -2.69 0.48 3.29  0.0000
H: -0.57 -1.11 2.97  0.0055
H: -1.48 -2.32 3.81  -0.0003
Br: -0.59 -2.74 -2.75  -0.0011
C: -1.37 -3.47 -1.09  -0.0001
C: -0.32 -3.42 -0.01  -0.0018
Br: -0.99 -4.25 1.63  0.0000
H: -1.65 -4.50 -1.29  0.0000
H: -2.27 -2.91 -0.83  0.0001
H: 0.11 -2.44 0.23  0.0057
H: 0.56 -3.99 -0.31  -0.0006
Br: -2.75 3.41 -0.08  0.0005
C: -1.36 4.62 -0.79  -0.0476
C: -1.84 5.10 -2.13  0.0006
Br: -0.46 6.23 -2.91  0.0001
H: -0.42 4.07 -0.86  0.0486
H: -1.22 5.44 -0.09  0.0000
H: -2.83 5.57 -2.12  0.0004
H: -1.99 4.20 -2.74  0.0005

Values from the calculation:
spin multiplicity	2
net charge	+1
HOMO level (alpha / beta)	-0.2958 / -0.4375	Eh
E	-448204.613	eV
energy relative to the best compared isomer or geometry (same formula, charge and spin)	0.000	eV
<S²>	0.751
largest force on an atom	4.595	eV/Å